A cluster of 2 separate species, C6H14NO in total at a distorted geometry. Source: the Open Molecules 2025 dataset; level of theory: ωB97M-V/def2-TZVPD.

Last column: Mulliken charge in e.
Positions of all 22 atoms, in Å:
C 0.591 -1.620 -2.403  0.395
C 0.875 -0.548 -1.567  -0.582
C 1.476 -2.766 -2.631  -1.156
C -1.687 0.477 0.625  -0.986
C -0.397 2.442 1.303  -0.741
C 0.342 0.114 2.065  -0.722
N -0.511 1.035 1.335  0.258
O 0.034 -1.361 -0.977  -0.345
H -0.217 -1.400 -3.090  0.376
H 1.629 0.090 -1.145  0.332
H 2.358 -2.494 -2.038  0.327
H 1.767 -2.602 -3.689  0.325
H 1.293 -3.781 -2.442  0.339
H -2.585 1.114 0.889  0.340
H -1.592 0.686 -0.483  0.388
H -1.703 -0.567 0.655  0.454
H -1.367 2.863 1.197  0.320
H 0.147 2.997 2.140  0.349
H 0.024 2.784 0.269  0.350
H -0.215 -0.473 2.852  0.357
H 0.731 -0.681 1.409  0.300
H 1.289 0.689 2.473  0.323

Values from the calculation:
* Kohn-Sham gap (spin up / spin down): 7.90 / 7.77 eV
* charge: +1
* 2S+1: 3
* ΔE to the lowest compared entry with this formula, charge and spin: 19.95 kcal per mole